Here is 14 unconnected molecules or ions with the total composition C47H106Cl6N4O25 from OMol25. Energies are from ωB97M-V/def2-TZVPD.

```
188
C47H106Cl6N4O25, DFT ωB97M-V/def2-TZVPD
C 6.48 17.34 31.53
C 5.57 16.32 30.88
C 6.23 15.43 29.82
O 5.44 14.30 29.48
C 4.23 14.62 28.82
N 5.08 15.48 31.96
H 7.41 16.87 31.85
H 6.05 17.78 32.43
H 6.73 18.05 30.74
H 4.76 16.81 30.33
H 7.16 14.98 30.18
H 6.50 15.99 28.92
H 4.40 15.33 28.00
H 3.48 14.97 29.53
H 3.80 13.76 28.31
H 5.77 15.11 32.61
H 4.77 14.58 31.58
C 4.57 24.61 34.92
C 5.04 24.34 33.48
C 5.73 22.96 33.28
O 4.73 21.95 33.33
C 5.35 20.70 33.23
N 3.85 24.44 32.65
H 3.80 23.90 35.22
H 4.14 25.62 34.93
H 5.43 24.49 35.57
H 5.72 25.13 33.15
H 6.45 22.73 34.07
H 6.28 22.94 32.33
H 6.12 20.60 32.46
H 4.60 19.91 33.10
H 5.87 20.41 34.16
H 4.13 24.10 31.72
H 3.16 23.69 32.81
C 4.02 21.05 36.70
C 3.36 20.72 38.03
C 2.44 19.52 37.92
O 1.65 19.23 39.07
C 0.72 20.24 39.37
N 4.35 20.45 39.09
H 3.45 21.84 36.21
H 4.34 20.26 36.02
H 4.98 21.55 36.90
H 2.79 21.60 38.35
H 3.03 18.61 37.87
H 1.86 19.63 37.00
H 1.09 20.94 40.14
H -0.12 19.85 39.95
H 0.34 20.78 38.51
H 3.89 20.38 39.99
H 4.76 19.55 38.86
C 9.66 25.25 35.46
C 8.25 25.24 34.83
C 7.77 26.70 34.61
O 7.37 27.28 35.83
C 6.10 26.91 36.28
N 8.31 24.41 33.63
H 9.72 25.80 36.40
H 10.41 25.80 34.89
H 9.92 24.20 35.62
H 7.52 24.80 35.51
H 6.91 26.73 33.93
H 8.56 27.28 34.14
H 5.85 27.36 37.25
H 6.01 25.85 36.53
H 5.28 27.17 35.61
H 9.06 24.73 33.02
H 8.62 23.49 33.95
C 8.28 30.60 28.72
C 7.66 30.49 30.12
O 6.94 29.27 30.33
C 7.61 28.12 30.26
O 8.81 28.02 30.25
O 6.70 27.14 30.24
C 7.17 25.90 30.82
H 7.48 30.83 28.01
H 8.72 29.68 28.37
H 8.93 31.47 28.71
H 6.92 31.29 30.20
H 8.46 30.68 30.84
H 7.77 25.35 30.10
H 6.26 25.39 31.11
H 7.71 26.17 31.73
C 1.79 22.43 29.22
C 2.32 21.45 30.26
O 2.90 20.29 29.64
C 4.17 20.22 29.28
O 4.98 21.09 29.49
O 4.31 19.11 28.56
C 5.53 18.82 27.86
H 1.85 23.47 29.53
H 0.72 22.25 29.05
H 2.31 22.32 28.27
H 1.74 20.98 31.05
H 3.11 21.99 30.78
H 6.31 19.57 27.98
H 5.37 18.73 26.79
H 5.84 17.93 28.40
C 5.63 31.76 37.26
C 6.19 31.40 35.89
O 5.45 30.27 35.39
C 5.77 29.72 34.23
O 6.72 29.94 33.53
O 4.83 28.80 33.97
C 5.04 27.87 32.89
H 5.66 30.90 37.93
H 4.61 32.14 37.17
H 6.16 32.59 37.72
H 7.20 31.02 36.08
H 6.20 32.17 35.12
H 4.64 28.27 31.96
H 4.56 26.95 33.19
H 6.11 27.66 32.84
C 2.44 27.81 37.51
C 3.06 29.18 37.83
O 3.95 29.16 38.92
C 3.47 29.31 40.15
O 2.32 29.46 40.47
O 4.53 29.31 40.97
C 4.26 29.44 42.37
H 1.36 27.83 37.35
H 2.65 27.15 38.35
H 2.79 27.28 36.62
H 2.24 29.89 37.93
H 3.61 29.53 36.95
H 3.25 29.78 42.60
H 5.01 30.10 42.78
H 4.36 28.46 42.83
C -2.63 29.30 37.04
C -1.43 29.05 36.12
O -1.61 27.80 35.46
C -0.57 27.27 34.76
O -0.62 26.17 34.30
O 0.52 28.04 34.83
C 1.67 27.48 34.19
H -2.83 30.35 37.24
H -2.47 28.77 37.98
H -3.56 28.90 36.62
H -0.54 29.11 36.74
H -1.42 29.92 35.46
H 1.88 26.42 34.32
H 2.53 28.00 34.61
H 1.68 27.74 33.13
C 9.92 20.59 31.03
C 9.99 22.09 31.27
O 10.72 22.77 30.25
C 10.95 24.06 30.52
O 10.55 24.66 31.47
O 11.86 24.50 29.64
C 12.29 25.84 29.76
H 10.93 20.26 30.80
H 9.28 20.36 30.19
H 9.59 20.17 31.98
H 10.31 22.34 32.28
H 8.94 22.37 31.17
H 13.00 25.98 28.94
H 12.93 25.98 30.63
H 11.54 26.63 29.73
C 7.79 19.76 37.38
C 8.92 20.68 37.01
O 9.59 20.08 35.90
C 9.52 20.56 34.67
O 8.85 21.47 34.28
O 10.35 19.90 33.85
C 10.78 18.57 34.04
H 7.28 20.13 38.28
H 8.07 18.71 37.45
H 6.97 19.87 36.67
H 9.70 20.86 37.75
H 8.52 21.66 36.75
H 11.38 18.34 33.16
H 9.94 17.90 34.22
H 11.49 18.43 34.86
C 0.46 23.75 33.51
Cl 1.71 22.47 33.55
Cl 0.09 24.22 31.88
H -0.38 23.43 34.11
H 0.90 24.62 34.00
C 2.74 17.28 33.88
Cl 3.98 17.56 35.15
Cl 1.35 18.31 34.08
H 3.23 17.37 32.92
H 2.39 16.26 34.00
C 5.44 23.79 39.49
Cl 6.88 22.89 38.96
Cl 4.64 24.87 38.31
H 4.66 23.10 39.80
H 5.75 24.45 40.29
```

HOMO level	-8.6	eV

---

Here is 2 unconnected molecules or ions with the total composition C4H7NO4S from OMol25. Energies are from ωB97M-V/def2-TZVPD.

```
17
C4H7NO4S, DFT ωB97M-V/def2-TZVPD
C 1.53 1.26 0.73
C 1.11 1.80 -0.40
C -1.82 -0.29 0.12
C -1.50 -0.45 -1.39
N 2.61 0.31 0.94
O 3.41 -0.17 -0.28
O 2.80 -2.20 1.03
O 1.23 -1.26 -0.61
O -1.03 -0.06 1.01
S 2.27 -1.14 0.33
H 1.22 1.60 1.71
H 1.49 1.45 -1.41
H 0.33 2.62 -0.21
H -2.95 -0.44 0.34
H -1.85 0.43 -1.94
H -1.84 -1.41 -1.74
H -0.35 -0.48 -1.51
```

HOMO level	-9.8	eV
SMILES	C=CN1OS1(=O)=O.CC=O

---

Here is a molecular structure, C4H5FeLiO3 from OMol25. Energies are from ωB97M-V/def2-TZVPD.

```
14
C4H5FeLiO3, DFT ωB97M-V/def2-TZVPD
Fe 0.90 -2.03 -1.49
O -0.75 -0.97 -0.30
C -2.00 -1.44 0.23
H -1.87 -1.71 1.29
H -2.74 -0.65 0.13
H -2.26 -2.32 -0.36
C 1.81 1.83 -0.57
C 1.15 0.67 -0.46
O 1.66 -0.56 -0.47
C -0.13 0.02 0.31
O -0.61 0.68 1.21
Li 0.76 1.90 1.84
H 1.29 2.76 -0.31
H 2.79 1.82 -1.04
```

net charge	+1
spin multiplicity	6
<S²>	8.75
HOMO level (spin up / spin down)	-10.6 / -13.3	eV

---

Here is a molecular structure, C22H20B3Ba2Br10O24 from OMol25. Energies are from ωB97M-V/def2-TZVPD.

```
81
C22H20B3Ba2Br10O24, DFT ωB97M-V/def2-TZVPD
Ba 3.59 23.57 19.15
Ba 0.28 21.84 6.45
O -1.36 18.93 16.87
C -0.94 19.54 15.87
O -1.15 19.22 14.56
B -0.60 20.19 13.72
O 0.09 21.14 14.61
C -0.12 20.85 15.89
O 0.21 21.56 16.84
O -1.60 20.79 12.86
C -1.16 20.71 11.58
O -1.71 21.23 10.62
C 0.14 19.90 11.54
O 0.38 19.62 12.77
O 0.78 19.75 10.47
O 4.89 21.74 15.41
C 5.31 21.89 14.30
O 4.81 22.57 13.27
B 5.70 22.57 12.05
O 6.86 21.79 12.54
C 6.66 21.28 13.80
O 7.35 20.53 14.45
O 4.93 21.96 10.91
C 4.57 22.91 10.09
O 3.74 22.80 9.16
C 5.31 24.24 10.51
O 5.99 23.93 11.66
O 5.24 25.31 10.01
O -0.42 25.56 9.22
C -0.17 26.08 10.30
O 0.77 25.77 11.18
B 0.94 26.86 12.21
O -0.11 27.79 11.80
C -0.70 27.42 10.72
O -1.50 28.07 10.06
O 0.89 26.38 13.64
C 2.03 26.51 14.18
O 2.35 26.14 15.31
C 2.92 27.26 13.20
O 2.19 27.59 12.12
O 4.18 27.50 13.38
Br 3.66 16.58 15.78
C 2.63 15.54 17.17
C 3.32 15.48 18.54
Br 2.83 17.19 19.39
H 2.47 14.52 16.81
H 1.71 16.11 17.24
H 4.41 15.51 18.56
H 2.87 14.69 19.14
Br 4.49 13.61 9.83
C 5.43 14.99 8.70
C 5.27 16.31 9.47
Br 6.09 17.77 8.31
H 4.81 15.08 7.81
H 6.49 14.70 8.65
H 5.80 16.26 10.43
H 4.27 16.53 9.84
Br -5.12 25.16 13.42
C -5.18 25.02 15.34
C -4.22 23.84 15.76
Br -4.55 23.09 17.49
H -6.19 24.88 15.72
H -4.90 25.93 15.88
H -3.17 24.11 15.81
H -4.38 22.91 15.20
Br -5.82 17.94 17.34
C -5.74 16.93 19.09
C -5.73 17.96 20.26
Br -7.30 19.16 20.33
H -4.80 16.38 19.17
H -6.59 16.25 19.12
H -4.95 18.72 20.18
H -5.64 17.46 21.22
Br -1.80 13.51 14.63
C -0.91 14.54 13.21
C -1.35 13.96 11.85
Br -0.18 14.89 10.54
H 0.15 14.53 13.46
H -1.44 15.47 13.43
H -2.43 14.10 11.85
H -1.29 12.89 11.66
```

net charge	+1
HOMO level	-10.7	eV

---

Here is 7 unconnected molecules or ions with the total composition H14O7 from OMol25. Energies are from ωB97M-V/def2-TZVPD.

```
21
H14O7, DFT ωB97M-V/def2-TZVPD
O -9.16 13.23 16.22
H -8.63 12.44 16.06
H -9.99 13.05 15.77
O -10.78 15.52 14.56
H -10.51 15.72 15.46
H -11.59 15.01 14.66
O -10.14 8.45 14.09
H -10.95 8.75 14.53
H -10.44 7.88 13.38
O -10.66 10.67 18.30
H -10.78 11.39 17.68
H -10.27 11.09 19.08
O -12.31 9.55 15.49
H -12.31 10.49 15.74
H -13.22 9.36 15.25
O -13.41 14.35 14.61
H -13.66 15.21 14.96
H -14.23 13.85 14.60
O -11.66 12.17 15.17
H -11.67 11.67 14.35
H -12.37 12.83 15.07
```

HOMO level	-10.7	eV
SMILES	O.O.O.O.O.O.O

---

Here is a molecular structure, C7H10O2Si from OMol25. Energies are from ωB97M-V/def2-TZVPD.

```
20
C7H10O2Si, DFT ωB97M-V/def2-TZVPD
C 2.70 0.61 -2.15
C 1.68 0.15 -1.71
C -2.11 -2.06 -1.01
C -1.20 -1.21 -1.47
C 0.54 -0.86 1.76
C 0.86 -2.13 1.28
C -0.97 2.01 -0.80
O 0.81 -0.60 2.87
O -0.16 -0.03 0.95
Si -0.41 0.26 -0.62
H 3.67 0.91 -2.36
H -2.41 -3.01 -1.46
H -2.48 -1.89 -0.07
H -0.79 -1.18 -2.50
H 0.14 -2.63 0.65
H 1.26 -2.70 2.06
H 1.65 -1.97 0.58
H -1.94 2.35 -0.39
H -0.18 2.51 -0.37
H -0.90 2.31 -1.87
```

HOMO level	-10.0	eV

---

Here is a molecular structure, C15H17N4PtS from OMol25. Energies are from ωB97M-V/def2-TZVPD.

```
38
C15H17N4PtS, DFT ωB97M-V/def2-TZVPD
Pt -0.32 -0.42 -0.31
C 3.76 -1.94 -0.44
C 2.40 -1.40 -0.14
N 1.49 -1.10 -0.99
N 1.61 -1.30 -2.35
C 0.55 -1.06 -3.13
N 0.62 -1.20 -4.43
S -1.00 -0.59 -2.43
C 1.98 -1.16 1.27
C 2.83 -1.39 2.33
C 2.37 -1.18 3.63
C 1.07 -0.76 3.82
C 0.26 -0.55 2.71
N 0.70 -0.73 1.46
H 3.96 -2.08 -1.49
H 3.88 -2.91 0.06
H 4.52 -1.27 -0.04
H 2.49 -1.63 -2.73
H 1.46 -1.52 -4.91
H -0.19 -1.04 -5.01
H 3.84 -1.73 2.15
H 3.02 -1.36 4.48
H 0.67 -0.60 4.81
H -0.77 -0.25 2.84
C -2.31 -0.13 0.40
C -2.62 1.23 0.05
C -3.58 1.51 -0.99
C -3.97 2.79 -1.23
C -3.37 3.85 -0.51
C -2.40 3.61 0.50
C -2.03 2.33 0.77
H -2.96 -0.87 -0.05
H -2.23 -0.28 1.48
H -4.02 0.68 -1.53
H -4.74 3.00 -1.95
H -3.65 4.88 -0.74
H -1.98 4.45 1.05
H -1.32 2.12 1.57
```

net charge	+3
HOMO level (spin up / spin down)	-18.7 / -19.1	eV

---

Here is a single C2H2 molecule from OMol25. Energies are from ωB97M-V/def2-TZVPD.

```
4
C2H2, DFT ωB97M-V/def2-TZVPD
C 0.10 -0.45 0.40
C -0.07 0.44 -0.42
H 0.29 -1.22 1.16
H -0.49 1.24 -1.04
```

HOMO level	-10.7	eV
SMILES	C#C

---

Here is 2 unconnected molecules or ions with the total composition C6H10N2 from OMol25. Energies are from ωB97M-V/def2-TZVPD.

```
18
C6H10N2, DFT ωB97M-V/def2-TZVPD
C 2.28 -0.73 -0.44
C -0.88 1.45 0.30
C -1.54 1.03 -0.89
C -1.96 -0.25 -0.93
C -1.88 -0.93 0.21
C -1.35 -0.47 1.46
H 1.48 0.71 0.79
H 3.25 0.80 0.85
H 3.18 -0.95 -0.99
H 1.92 -1.69 0.20
H 1.58 -0.55 -1.39
H -0.25 2.41 0.25
H -1.80 1.83 -1.64
H -2.25 -0.76 -1.97
H -2.18 -1.98 0.28
H -1.24 -1.27 2.28
N 2.30 0.65 0.23
N -0.64 0.69 1.40
```

HOMO level	-9.0	eV
SMILES	c1ccncc1.CN

---

Here is a single C17H28N2O3S molecule from OMol25. Energies are from ωB97M-V/def2-TZVPD.

```
51
C17H28N2O3S, DFT ωB97M-V/def2-TZVPD
C 8.03 0.43 0.08
C 7.29 -0.83 0.52
C 6.07 -0.53 1.40
C 4.97 0.29 0.73
C 4.34 -0.41 -0.47
H 5.10 -0.57 -1.24
C 3.20 0.40 -1.10
C 1.95 0.46 -0.23
C 0.80 1.17 -0.96
C -0.41 1.46 -0.08
C -1.03 0.20 0.50
H -1.95 0.41 1.03
H -0.35 -0.35 1.14
S -1.46 -0.94 -0.84
O -0.39 -1.87 -1.07
O -2.00 -0.22 -1.95
N -2.66 -1.90 -0.10
N -3.97 -1.64 0.03
C -4.46 -0.49 -0.22
C -5.87 -0.24 -0.03
C -6.73 -1.22 0.48
C -8.07 -0.96 0.66
C -8.59 0.29 0.33
C -7.75 1.28 -0.17
C -6.41 1.01 -0.35
H -5.76 1.78 -0.75
H -8.17 2.24 -0.42
O -9.91 0.59 0.49
H -10.38 -0.18 0.84
H -8.72 -1.73 1.05
H -6.31 -2.18 0.73
H -3.87 0.33 -0.62
H -2.43 -2.88 -0.05
H -0.12 2.13 0.74
H -1.16 1.97 -0.68
H 0.48 0.55 -1.80
H 1.17 2.11 -1.37
H 2.16 1.00 0.70
H 1.64 -0.56 0.02
H 2.92 -0.07 -2.05
H 3.55 1.41 -1.32
H 3.96 -1.38 -0.17
H 4.20 0.49 1.48
H 5.38 1.26 0.41
H 6.41 0.00 2.29
H 5.64 -1.48 1.72
H 7.98 -1.45 1.10
H 6.99 -1.40 -0.35
H 8.30 1.04 0.95
H 7.42 1.03 -0.59
H 8.95 0.16 -0.44
```

HOMO level	-8.1	eV
SMILES	CCCCCCCCCCS(=O)(=O)N/N=C/c1ccc(O)cc1

---

Here is 2 unconnected molecules or ions with the total composition C2H8N2O2 from OMol25. Energies are from ωB97M-V/def2-TZVPD.

```
14
C2H8N2O2, DFT ωB97M-V/def2-TZVPD
N -2.35 -0.10 -0.13
C -3.32 0.17 -1.18
N -3.68 -1.02 -1.98
H -1.48 0.41 -0.13
H -2.67 -0.31 0.80
H -4.23 0.26 -0.56
H -3.19 1.05 -1.82
H -3.18 -1.17 -2.85
H -3.33 -1.79 -1.42
O 5.29 1.74 1.83
C 5.13 0.58 1.62
O 6.02 -0.31 2.22
H 4.43 0.16 0.88
H 6.56 0.32 2.72
```

HOMO level	-9.1	eV
SMILES	O=CO.NCN

---

One value per record, in order, for max |F|: 0.0472; 0.0669; 0.1221; 0.1294; 0.0073; 0.0952; 0.0323; 0.0306; 0.1026; 0.0278; 0.0520 Eh/bohr.